Record 1
ORCA calculation (ωB97M-V with the def2-TZVPD basis set) on a molecular structure, C40H47IrN8P2S3Si.

Its charge is +1. The energy above the lowest of the compared OMol25 structures with the same formula, charge and spin is 103.8 kcal per mole. The spin multiplicity is 2. As for the HOMO energy (spin up / spin down): -9.97 / -9.86 eV. For the total energy, the calculation gives -115958.007 eV. The calculation puts the largest force on an atom at 0.0709 hartree/bohr.

Structure (XYZ):
```
102
Properties=species:S:1:pos:R:3:lowdin_charge:R:1
Ir -0.265 0.500 0.487 0.659
C -6.503 -1.779 3.147 -0.172
Si -5.279 -0.341 3.430 0.591
C -5.297 0.222 5.247 -0.164
C -5.804 1.069 2.271 -0.185
C -3.541 -1.080 3.036 -0.225
C -3.251 -2.347 3.530 -0.065
C -2.063 -2.998 3.219 -0.043
C -1.194 -2.378 2.336 -0.159
N -1.427 -1.162 1.868 -0.080
C -2.530 -0.501 2.253 -0.728
S -2.525 1.143 1.717 0.660
H -7.518 -1.396 3.101 0.032
H -6.479 -2.515 3.944 0.025
H -6.315 -2.299 2.213 0.030
H -6.308 0.496 5.534 0.032
H -4.668 1.093 5.405 0.031
H -4.966 -0.555 5.930 0.027
H -6.680 1.563 2.679 0.038
H -6.072 0.694 1.289 0.018
H -5.033 1.821 2.148 -0.016
H -3.970 -2.842 4.164 0.110
H -1.821 -3.963 3.637 0.111
H -0.281 -2.854 1.999 0.111
C -2.531 -1.863 -1.248 -0.200
P -1.845 -0.170 -1.434 0.959
C -0.724 -0.502 -2.852 -0.461
N -1.149 -0.343 -4.071 0.146
C -0.337 -0.565 -5.117 -0.184
C -0.786 -0.393 -6.440 0.008
C 0.062 -0.661 -7.482 -0.047
C 1.383 -1.079 -7.247 -0.048
C 1.858 -1.234 -5.972 0.005
C 1.006 -0.988 -4.881 -0.185
N 1.429 -1.143 -3.615 0.140
C 0.629 -0.914 -2.619 -0.465
P 1.284 -1.150 -0.915 0.984
C 1.205 -2.988 -0.880 -0.204
C 3.162 -0.893 -0.987 -0.667
C 3.896 -1.663 -2.080 -0.080
C 3.403 0.601 -1.184 -0.129
C 3.677 -1.345 0.388 -0.082
C -3.347 0.819 -2.042 -0.662
C -4.465 0.513 -1.043 -0.127
C -3.809 0.479 -3.457 -0.083
C -2.989 2.302 -1.947 -0.101
H -3.063 -2.163 -2.150 0.064
H -3.204 -1.890 -0.395 0.042
H -1.721 -2.562 -1.059 0.021
H -1.796 -0.052 -6.598 0.118
H -0.279 -0.536 -8.499 0.115
H 2.028 -1.263 -8.092 0.114
H 2.875 -1.540 -5.785 0.117
H 1.633 -3.373 -1.805 0.058
H 0.178 -3.335 -0.786 0.026
H 1.781 -3.356 -0.035 0.047
H 3.541 -1.377 -3.065 0.054
H 3.803 -2.739 -1.961 0.079
H 4.955 -1.426 -2.023 0.099
H 3.146 0.894 -2.200 0.071
H 4.453 0.833 -1.021 0.089
H 2.796 1.189 -0.497 0.016
H 3.880 -2.412 0.397 0.083
H 2.952 -1.135 1.173 0.047
H 4.607 -0.834 0.626 0.087
H -4.861 -0.491 -1.178 0.084
H -5.277 1.226 -1.179 0.102
H -4.099 0.627 -0.023 -0.016
H -3.917 -0.595 -3.599 0.076
H -3.112 0.858 -4.197 0.063
H -4.779 0.945 -3.631 0.098
H -2.718 2.573 -0.925 0.060
H -3.841 2.915 -2.240 0.099
H -2.164 2.546 -2.613 0.060
S 0.465 1.960 -1.712 0.762
C 0.535 3.606 -1.277 -0.704
C 0.797 4.513 -2.319 -0.282
N 1.000 5.230 -3.191 0.196
C 0.350 4.058 0.019 -0.733
S -0.055 3.066 1.339 0.688
C 0.550 5.414 0.340 -0.286
N 0.758 6.495 0.660 0.200
N 9.985 1.200 2.806 0.184
C 8.849 1.238 2.935 -0.181
C 7.437 1.225 3.057 -0.220
C 6.832 0.679 4.188 0.004
C 5.457 0.567 4.247 0.008
C 4.669 0.984 3.177 -0.170
C 5.274 1.580 2.071 -0.004
C 6.648 1.697 2.009 0.002
N 3.286 0.714 3.164 0.007
C 2.639 -0.252 3.891 -0.021
C 1.380 -0.348 3.381 -0.113
N 1.241 0.530 2.346 -0.073
C 2.389 1.163 2.259 -0.197
H 7.435 0.323 5.009 0.130
H 4.999 0.146 5.126 0.113
H 4.688 1.933 1.238 0.101
H 7.119 2.128 1.138 0.130
H 3.098 -0.799 4.686 0.122
H 0.570 -0.961 3.718 0.097
H 2.587 1.976 1.592 0.107
```


Record 2
ORCA calculation (ωB97M-V with the def2-TZVPD basis set) on a single C3H6N2O3S molecule.

The energy above the lowest of the compared OMol25 structures with the same formula, charge and spin is 117.3 kcal per mole. As for the HOMO energy: -9.38 eV. For the total energy, the calculation gives -23160.880 eV. The calculation puts the largest force on an atom at 0.0708 hartree/bohr. As for the SMILES: N[S@]1(=O)=NOCC=CO1.

Structure (XYZ):
```
15
Properties=species:S:1:pos:R:3:lowdin_charge:R:1
N 1.624 -1.018 -1.668 -0.027
S 1.548 -0.326 -0.150 0.700
O 2.869 0.129 0.158 -0.254
N 0.754 -0.965 0.925 -0.188
O -0.516 -1.399 0.468 -0.185
C -1.507 -0.564 0.998 -0.242
C -1.468 0.830 0.507 -0.034
C -0.360 1.495 0.043 -0.170
O 0.668 0.970 -0.619 -0.210
H 2.180 -0.316 -2.183 0.090
H 0.765 -0.990 -2.096 0.031
H -1.599 -0.598 2.093 0.130
H -2.347 -1.222 0.649 0.144
H -2.315 1.387 0.808 0.091
H -0.299 2.587 0.066 0.126
```


Record 3
ORCA calculation (ωB97M-V with the def2-TZVPD basis set) on a single C21H34IN5O molecule.

As for the HOMO energy: -8.91 eV. For the total energy, the calculation gives -39926.495 eV. The calculation puts the largest force on an atom at 0.0373 hartree/bohr. As for the SMILES: [H]/N=C(/N)NCCCC[C@@]1(I)NC(=O)C[C@@]1(Cc1cccc(C)c1)NCCCC.

Structure (XYZ):
```
62
Properties=species:S:1:pos:R:3:lowdin_charge:R:1
H -7.439 -0.084 0.480 0.043
N -7.280 -0.148 -0.525 0.141
C -6.330 -0.954 -0.761 -0.549
N -5.919 -1.216 -2.092 0.094
N -5.595 -1.691 0.250 -0.005
C -4.641 -0.835 0.986 -0.219
C -3.500 -0.279 0.109 -0.173
C -2.232 -1.146 0.273 -0.181
C -1.333 -1.216 -0.971 -0.242
C -0.224 -0.131 -1.069 -0.681
I 0.609 -0.445 -3.064 0.961
N -0.964 1.150 -1.232 0.041
C -0.920 1.928 -0.057 -0.465
O -1.534 2.953 0.153 0.088
C 0.014 1.176 0.887 -0.028
C 0.753 0.040 0.133 -0.384
C 2.263 0.305 -0.161 -0.096
C 2.723 1.750 -0.174 -0.215
C 3.901 2.050 0.477 -0.052
C 4.373 3.327 0.513 -0.081
C 3.676 4.355 -0.070 -0.053
C 2.509 4.088 -0.732 -0.267
C 1.683 5.166 -1.399 -0.030
C 2.070 2.788 -0.781 -0.020
N 0.691 -1.048 1.148 -0.025
C 1.107 -2.375 0.654 -0.203
C 2.187 -3.001 1.568 -0.180
C 3.623 -2.928 0.989 -0.255
C 4.119 -4.287 0.433 -0.107
H -5.253 -1.982 -2.045 0.074
H -5.373 -0.417 -2.408 0.079
H -6.305 -1.948 0.931 0.103
H -4.237 -1.326 1.872 0.116
H -5.198 0.041 1.360 0.105
H -3.333 0.735 0.481 0.102
H -3.796 -0.175 -0.933 0.090
H -1.716 -0.849 1.183 0.092
H -2.586 -2.168 0.453 0.115
H -1.962 -1.078 -1.851 0.084
H -0.850 -2.193 -1.050 0.080
H -0.668 1.641 -2.066 0.065
H 0.637 1.963 1.327 0.137
H -0.565 0.844 1.751 0.128
H 2.609 -0.181 -1.078 0.064
H 2.820 -0.178 0.640 0.099
H 4.465 1.257 0.957 0.115
H 5.313 3.540 1.011 0.109
H 4.007 5.387 -0.032 0.114
H 0.641 4.996 -1.112 0.078
H 1.946 6.120 -0.937 0.077
H 1.796 5.198 -2.481 0.084
H 1.153 2.609 -1.334 0.108
H 1.220 -0.763 1.959 0.111
H 1.422 -2.378 -0.393 0.111
H 0.235 -3.031 0.767 0.105
H 1.956 -4.053 1.753 0.103
H 2.203 -2.523 2.552 0.103
H 3.736 -2.200 0.184 0.084
H 4.296 -2.623 1.795 0.099
H 3.315 -4.849 -0.042 0.071
H 4.845 -4.054 -0.353 0.066
H 4.662 -4.851 1.190 0.069
```


Record 4
ORCA calculation (ωB97M-V with the def2-TZVPD basis set) on 2 unconnected molecules or ions with the total composition C2HClN2O2.

The energy above the lowest of the compared OMol25 structures with the same formula, charge and spin is 166.5 kcal per mole. As for the HOMO energy (spin up / spin down): -9.05 / -9.05 eV. For the total energy, the calculation gives -21680.143 eV. The calculation puts the largest force on an atom at 0.0731 hartree/bohr. As for the SMILES: [O-][N+]#CCl.C#[N+][O-].

Structure (XYZ):
```
8
Properties=species:S:1:pos:R:3:lowdin_charge:R:1
O 0.952 -0.814 -2.267 0.005
N -0.041 -0.807 -1.579 -0.146
C -0.574 -0.720 -0.546 -0.717
Cl -1.970 -0.841 0.233 0.821
C 0.694 0.235 0.870 0.024
N 0.241 1.295 0.954 -0.198
O -0.274 2.377 0.897 0.051
H 0.972 -0.724 1.438 0.159
```


Record 5
ORCA calculation (ωB97M-V with the def2-TZVPD basis set) on 2 unconnected molecules or ions with the total composition C3H12NS.

Its charge is +2. The energy above the lowest of the compared OMol25 structures with the same formula, charge and spin is 24.1 kcal per mole. The spin multiplicity is 2. As for the HOMO energy (spin up / spin down): -20.25 / -20.17 eV. For the total energy, the calculation gives -15610.680 eV. The calculation puts the largest force on an atom at 0.0473 hartree/bohr.

Structure (XYZ):
```
17
Properties=species:S:1:pos:R:3:lowdin_charge:R:1
C 1.682 -2.037 1.613 0.009
N 0.608 -1.167 2.247 0.140
H 2.337 -1.458 0.965 0.104
H 2.244 -2.503 2.416 0.117
H 1.233 -2.768 0.945 0.111
H 1.028 -0.410 2.788 0.178
H 0.116 -1.842 2.841 0.180
H -0.062 -0.829 1.538 0.019
C -1.519 2.117 -2.168 -0.110
C -0.680 0.877 -1.907 -0.454
S -0.812 0.409 -0.147 1.181
H -1.720 2.484 -3.178 0.122
H -1.287 2.950 -1.508 0.090
H -2.570 1.825 -2.011 0.096
H -1.029 -0.016 -2.426 0.096
H 0.365 0.990 -2.218 0.119
H 0.064 1.378 0.207 0.002
```


Record 6
ORCA calculation (ωB97M-V with the def2-TZVPD basis set) on a molecular structure, C4H3LiOPt.

Its charge is +1. The energy above the lowest of the compared OMol25 structures with the same formula, charge and spin is 211.3 kcal per mole. The spin multiplicity is 4. As for the HOMO energy (spin up / spin down): -13.00 / -12.47 eV. For the total energy, the calculation gives -9673.453 eV. The calculation puts the largest force on an atom at 0.1024 hartree/bohr.

Structure (XYZ):
```
10
Properties=species:S:1:pos:R:3:lowdin_charge:R:1
C -1.958 -0.864 1.432 -0.097
C -2.352 -1.242 0.319 -0.102
H -1.092 -0.672 -0.693 0.160
Li 2.309 1.777 0.643 0.791
O 0.852 -0.272 -1.828 -0.194
C 0.214 0.077 -0.835 -0.413
C 0.430 0.657 0.379 -0.111
Pt 2.685 -0.704 -1.499 0.809
H -0.374 1.360 0.641 0.052
H -0.714 -0.115 1.442 0.105
```